(1)
{"formula": "CH11N2O3", "method": "ωB97M-V/def2-TZVPD", "elements": ["N", "C", "N", "H", "H", "H", "H", "H", "H", "H", "O", "H", "H", "O", "H", "H", "O"], "xyz": [[-0.6687, 0.4211, -0.5148], [0.1749, -0.4178, -1.0639], [1.3722, -0.5932, -0.5431], [-0.7304, 0.7327, 0.4508], [-1.5773, 0.4418, -0.9434], [-0.2162, -0.9031, -1.9450], [1.9656, -1.2891, -0.9644], [1.5270, -0.3754, 0.4399], [-2.4679, -1.4474, -2.7651], [-2.7286, 0.0808, -3.1188], [-2.0913, -0.5658, -2.8084], [-1.6931, 0.8979, 3.3273], [-1.5591, 2.2909, 2.5982], [-1.6246, 1.3415, 2.4796], [3.7252, -0.8791, 1.6592], [3.4995, 0.4214, 2.1889], [3.0926, -0.1571, 1.5229]], "forces_ev_per_angstrom": [[-1.20, -0.26, 0.12], [0.32, 0.87, 1.32], [-0.95, -0.91, -0.46], [0.78, 0.08, 0.18], [-0.20, -0.09, -0.41], [0.63, 0.07, -0.39], [0.16, 0.04, 0.09], [0.54, 0.29, -0.26], [-0.56, 0.13, -0.27], [-0.36, -0.35, -0.24], [0.61, 0.19, 0.37], [-0.01, 0.31, 0.21], [-0.07, 0.02, 0.46], [0.21, -0.36, -0.92], [-0.39, -0.46, -0.55], [-0.69, 0.57, -0.26], [1.17, -0.14, 1.01]], "mulliken_charge": [-0.265, 0.061, -0.287, 0.241, 0.282, 0.482, 0.244, 0.310, 0.328, 0.309, -0.663, 0.322, 0.325, -0.661, 0.310, 0.315, -0.653], "total_charge": 1, "relative_energy_kj_mol": 64.4, "homo_lumo_gap_ev": 12.2, "largest_force_ev_per_a": 1.6, "spin_multiplicity": 1}

---

(2)
{"formula": "C17H21Cl2NO3S", "method": "ωB97M-V/def2-TZVPD", "elements": ["C", "H", "H", "H", "C", "C", "H", "H", "H", "C", "H", "C", "C", "O", "C", "C", "H", "H", "S", "O", "O", "N", "H", "C", "C", "C", "C", "C", "C", "C", "Cl", "H", "Cl", "H", "H", "H", "H", "C", "H", "H", "C", "H", "H", "H", "H"], "xyz": [[-1.4936, -1.7076, 1.5616], [-0.4602, -1.6126, 1.8884], [-2.1087, -1.9085, 2.4366], [-1.5592, -2.5609, 0.8969], [-1.9511, -0.4076, 0.9068], [-1.7590, 0.7205, 1.9225], [-1.8269, 1.7032, 1.4650], [-0.7799, 0.6401, 2.3905], [-2.5117, 0.6479, 2.7052], [-3.3718, -0.4638, 0.2993], [-4.1758, -0.6666, 1.0052], [-3.4887, 0.8886, -0.4097], [-2.0688, 1.1210, -0.8905], [-1.6291, 2.0747, -1.4681], [-1.2842, -0.1067, -0.4604], [0.2033, 0.0993, -0.5008], [0.7402, -0.8348, -0.3734], [0.5295, 0.8351, 0.2287], [0.7822, 0.7377, -2.1152], [1.2537, 2.0842, -1.9948], [-0.1019, 0.3757, -3.1812], [2.1336, -0.2772, -2.3161], [2.1744, -0.5751, -3.2793], [3.3941, 0.2741, -1.8416], [3.3321, 0.3948, -0.3445], [3.2275, 1.6376, 0.2673], [3.0994, 1.7583, 1.6396], [3.0759, 0.6137, 2.4215], [3.1867, -0.6414, 1.8450], [3.3129, -0.7371, 0.4684], [3.4197, -2.3065, -0.2373], [3.1732, -1.5305, 2.4547], [2.8933, 0.7412, 4.1322], [3.0117, 2.7297, 2.0989], [3.2157, 2.5208, -0.3511], [3.5800, 1.2640, -2.2748], [4.1965, -0.4088, -2.1341], [-1.8247, -1.2331, -1.3698], [-1.8409, -0.9055, -2.4075], [-1.1718, -2.1035, -1.3106], [-3.2298, -1.5168, -0.8067], [-3.3112, -2.5261, -0.4056], [-4.0051, -1.4027, -1.5630], [-3.7996, 1.6961, 0.2529], [-4.1815, 0.8750, -1.2511]], "forces_ev_per_angstrom": [[-0.09, 0.17, -0.24], [0.13, -0.03, 0.08], [-0.03, -0.05, 0.12], [0.00, -0.17, -0.07], [0.11, 0.03, 0.18], [-0.03, -0.13, -0.20], [-0.03, 0.19, 0.05], [0.11, 0.04, 0.07], [-0.05, 0.03, 0.11], [-0.16, -0.07, -0.07], [0.02, 0.02, 0.09], [-0.33, 0.11, 0.04], [-0.17, -0.14, 0.24], [-0.09, 0.24, 0.02], [0.21, 0.03, -0.25], [-0.10, 0.31, -0.49], [0.02, -0.06, 0.08], [0.10, 0.08, 0.11], [0.89, -0.59, -0.10], [0.03, 0.11, 0.21], [-0.09, -0.24, -0.05], [-0.60, 0.31, -0.13], [-0.17, -0.02, -0.20], [0.14, 0.32, 0.13], [0.27, -0.12, 0.10], [0.09, -0.14, 0.07], [0.00, -0.04, 0.11], [0.00, -0.01, -0.36], [-0.02, 0.02, -0.01], [0.00, 0.41, 0.14], [0.06, -0.32, -0.02], [0.00, -0.08, 0.06], [-0.02, 0.02, 0.23], [-0.02, 0.08, 0.07], [-0.01, 0.09, -0.07], [0.12, -0.15, 0.07], [-0.12, 0.06, -0.02], [-0.08, -0.04, -0.17], [0.01, -0.14, 0.05], [0.05, -0.04, -0.01], [-0.14, -0.13, 0.10], [-0.01, -0.03, -0.02], [-0.04, -0.03, 0.00], [0.05, 0.07, -0.01], [-0.02, 0.02, -0.04]], "mulliken_charge": [-1.833, 0.361, 0.384, 0.455, 1.131, -1.952, 0.444, 0.410, 0.399, 0.285, 0.506, -1.030, 0.205, -0.559, 1.363, -1.633, 0.553, 0.444, 1.327, -0.631, -0.771, -0.320, 0.326, -1.687, -0.023, -0.036, -0.827, 0.440, -0.743, 0.988, -0.184, 0.470, -0.225, 0.452, 0.376, 0.354, 0.618, -0.983, 0.517, 0.386, -1.182, 0.311, 0.414, 0.298, 0.403], "total_charge": 0, "relative_energy_kj_mol": 0.0, "homo_lumo_gap_ev": 9.8, "smiles": "CC1(C)[C@@H]2CC[C@@]1(CS(=O)(=O)NCc1ccc(Cl)cc1Cl)C(=O)C2", "largest_force_ev_per_a": 1.1, "spin_multiplicity": 1}

---

(3)
{"formula": "C11H22N", "method": "ωB97M-V/def2-TZVPD", "elements": ["C", "C", "C", "C", "C", "C", "C", "C", "C", "C", "C", "N", "H", "H", "H", "H", "H", "H", "H", "H", "H", "H", "H", "H", "H", "H", "H", "H", "H", "H", "H", "H", "H", "H"], "xyz": [[-0.7156, 1.7736, 0.2019], [0.2731, 0.9234, 0.0943], [-4.0392, 0.6189, -1.0256], [0.4928, -1.9250, 1.3621], [-0.2376, -1.7577, -1.0391], [2.8839, 1.8101, 0.6633], [3.4337, 0.1705, -1.1567], [-3.9758, 0.0218, 0.3019], [0.8770, -1.4460, -0.0410], [2.6789, 0.3869, 0.1552], [1.2152, 0.0343, 0.0063], [-2.9223, 0.0378, 1.0334], [-1.0970, 2.3050, -0.6585], [-4.2511, -0.1630, -1.7609], [-4.8920, 1.2982, -1.0874], [-3.1249, 1.1366, -1.3030], [-0.3630, -1.3635, 1.7405], [0.2331, -2.9806, 1.3387], [1.3168, -1.7929, 2.0581], [-0.0090, -1.3370, -2.0151], [-1.1913, -1.3528, -0.6999], [-0.3446, -2.8338, -1.1468], [2.5510, 2.5345, -0.0755], [3.9389, 1.9821, 0.8596], [2.3337, 1.9773, 1.5872], [3.0267, 0.8011, -1.9419], [4.4795, 0.4293, -1.0194], [3.3854, -0.8661, -1.4791], [-4.8685, -0.4670, 0.6767], [-0.9918, 2.1825, 1.1654], [1.7751, -1.9859, -0.3495], [3.0830, -0.3102, 0.9014], [-2.9095, -0.3897, 1.9524], [-2.0443, 0.5470, 0.7009]], "forces_ev_per_angstrom": [[0.21, 0.62, -0.10], [0.13, -0.31, -0.12], [0.08, 0.26, -0.50], [0.20, -0.07, -0.19], [0.32, -0.05, 0.03], [0.04, -0.24, 0.06], [-0.07, -0.11, 0.18], [0.22, -0.16, 0.39], [-0.48, -0.03, -0.01], [0.12, 0.38, -0.08], [0.12, -0.24, 0.42], [0.01, 0.37, -0.44], [-0.04, 0.07, -0.19], [0.02, -0.08, 0.06], [-0.01, 0.03, 0.09], [0.00, -0.01, 0.00], [-0.05, 0.03, 0.00], [-0.03, -0.12, 0.06], [0.04, 0.03, 0.14], [-0.04, 0.03, -0.11], [-0.09, 0.05, 0.01], [-0.11, -0.11, -0.02], [-0.04, 0.13, -0.09], [0.08, 0.07, -0.01], [-0.02, 0.06, 0.07], [-0.06, 0.10, -0.11], [0.14, 0.00, -0.02], [0.00, -0.10, -0.12], [0.06, -0.11, 0.21], [-0.09, -0.03, 0.24], [0.01, 0.09, -0.02], [-0.08, 0.01, -0.04], [-0.05, -0.02, -0.03], [-0.55, -0.53, 0.24]], "mulliken_charge": [-1.882, 0.831, -0.943, -1.243, -1.406, -1.718, -1.356, 0.244, 0.435, 0.537, -0.028, 0.024, 0.508, 0.325, 0.377, 0.194, 0.124, 0.440, 0.373, 0.379, 0.125, 0.484, 0.348, 0.454, 0.404, 0.332, 0.427, 0.378, 0.422, 0.520, 0.424, 0.326, 0.285, -0.145], "total_charge": 1, "relative_energy_kj_mol": 69.7, "homo_lumo_gap_ev": 8.2, "largest_force_ev_per_a": 0.8, "spin_multiplicity": 1}

---

(4)
{"formula": "C44H26ClF9N2O3PRuS", "method": "ωB97M-V/def2-TZVPD", "elements": ["Ru", "Cl", "C", "C", "C", "C", "O", "C", "C", "N", "C", "C", "C", "C", "C", "C", "C", "C", "N", "C", "C", "H", "H", "H", "H", "H", "H", "H", "H", "H", "H", "O", "C", "O", "C", "C", "C", "C", "C", "C", "S", "H", "H", "H", "H", "F", "C", "F", "F", "C", "C", "C", "C", "C", "C", "P", "C", "C", "C", "C", "C", "C", "C", "F", "F", "F", "C", "C", "C", "C", "C", "C", "C", "F", "F", "F", "H", "H", "H", "H", "H", "H", "H", "H", "H", "H", "H", "H"], "xyz": [[-1.3422, -0.1260, -1.2302], [-2.5935, 7.0014, -2.4692], [-2.2679, 5.2991, -2.4984], [-1.7053, 4.7279, -3.6390], [-1.3835, 3.3871, -3.6356], [-1.5945, 2.5780, -2.5095], [-1.1724, 1.3345, -2.5406], [-2.2540, 3.1512, -1.3757], [-2.6241, 2.4056, -0.2284], [-2.4031, 1.0943, -0.0219], [-2.7586, 0.4842, 1.1613], [-3.2394, 1.1168, 2.3203], [-3.6605, 0.3593, 3.4084], [-3.6571, -1.0221, 3.3799], [-3.1724, -1.6984, 2.2435], [-3.1372, -3.1008, 2.1112], [-2.5982, -3.6693, 0.9784], [-2.0812, -2.8548, -0.0191], [-2.1065, -1.5244, 0.0738], [-2.6690, -0.9355, 1.1618], [-2.5550, 4.5292, -1.3990], [-1.5159, 5.3382, -4.5111], [-0.9272, 2.9200, -4.4991], [-3.1533, 2.9533, 0.5426], [-3.2745, 2.1944, 2.3857], [-4.0189, 0.8725, 4.2918], [-4.0177, -1.5959, 4.2246], [-3.5319, -3.7183, 2.9084], [-2.5588, -4.7436, 0.8622], [-1.6244, -3.2671, -0.9095], [-3.0130, 4.9834, -0.5289], [1.2222, -0.1471, -3.7783], [0.3751, -0.9400, -3.4265], [0.0838, -1.2518, -2.1893], [-0.3837, -1.7203, -4.4796], [0.3180, -2.0655, -5.6220], [-0.2662, -2.8426, -6.6137], [-1.5788, -3.2820, -6.4691], [-2.3056, -2.9209, -5.3564], [-1.7301, -2.1225, -4.3463], [-2.7739, -1.6301, -3.0671], [1.3369, -1.7139, -5.7132], [0.3015, -3.1042, -7.4969], [-2.0344, -3.8976, -7.2336], [-3.3350, -3.2332, -5.2417], [2.3515, 5.2779, 4.5491], [1.1219, 4.7244, 4.5368], [0.8650, 4.3230, 5.7999], [0.2471, 5.7013, 4.2410], [1.0406, 3.5757, 3.5736], [0.2974, 3.6769, 2.4097], [0.2155, 2.5865, 1.5572], [0.8601, 1.3934, 1.8655], [1.6518, 1.3263, 3.0124], [1.7374, 2.4093, 3.8670], [0.6800, -0.0089, 0.6976], [0.8683, -1.4943, 1.7328], [1.3611, -2.6516, 1.1222], [1.4619, -3.8342, 1.8314], [1.0453, -3.8753, 3.1544], [0.5312, -2.7422, 3.7673], [0.4380, -1.5577, 3.0582], [1.0577, -5.1735, 3.9043], [1.3009, -5.0038, 5.2154], [1.9772, -6.0296, 3.4294], [-0.1430, -5.7959, 3.8101], [2.3067, 0.1267, -0.1199], [3.4747, -0.4335, 0.3952], [4.6806, -0.2259, -0.2479], [4.7198, 0.5473, -1.4023], [3.5654, 1.1107, -1.9200], [2.3580, 0.8987, -1.2744], [6.0385, 0.7181, -2.0972], [7.0078, 1.0944, -1.2349], [6.4521, -0.4410, -2.6575], [5.9927, 1.6383, -3.0747], [-0.2207, 4.5968, 2.1749], [-0.3524, 2.6694, 0.6404], [2.2099, 0.4268, 3.2371], [2.3435, 2.3544, 4.7624], [1.6735, -2.6082, 0.0842], [1.8582, -4.7248, 1.3620], [0.1903, -2.7947, 4.7934], [0.0325, -0.6766, 3.5371], [3.4430, -1.0379, 1.2928], [5.5923, -0.6627, 0.1393], [3.6003, 1.6900, -2.8316], [1.4479, 1.3037, -1.6984]], "forces_ev_per_angstrom": [[0.06, 0.72, -0.24], [-0.08, 0.16, -0.01], [0.06, -0.24, -0.01], [-0.04, 0.13, 0.00], [0.15, -0.35, 0.19], [-0.30, 0.94, 0.34], [0.12, -0.86, -0.19], [0.21, -0.37, -0.29], [-0.14, 0.53, 0.06], [0.14, -0.70, 0.07], [-0.13, 0.28, 0.03], [0.14, 0.08, -0.34], [-0.06, -0.39, 0.05], [-0.15, 0.22, 0.31], [0.16, -0.03, -0.11], [0.14, 0.11, -0.13], [-0.07, -0.17, 0.23], [0.13, 0.24, -0.09], [-0.21, -0.57, 0.15], [-0.07, -0.09, 0.23], [-0.02, 0.08, -0.03], [0.01, 0.01, 0.01], [0.02, 0.03, 0.00], [0.03, -0.05, 0.01], [0.00, -0.01, -0.01], [0.01, -0.01, 0.01], [0.00, 0.01, -0.03], [0.02, -0.01, 0.00], [0.02, 0.02, -0.02], [0.04, 0.05, -0.01], [-0.02, 0.00, -0.02], [-0.09, -0.20, 0.01], [0.11, 0.07, -0.21], [-0.15, 0.16, 0.23], [0.20, 0.05, 0.05], [-0.01, 0.05, 0.06], [-0.05, 0.03, 0.05], [-0.05, -0.07, -0.11], [-0.01, -0.04, -0.06], [-0.31, 0.07, 0.29], [0.10, -0.05, -0.38], [-0.01, 0.00, -0.01], [0.00, -0.03, 0.01], [0.00, 0.02, 0.00], [0.00, 0.02, -0.01], [-0.12, -0.03, 0.02], [0.01, 0.09, 0.05], [0.03, 0.08, -0.12], [0.11, -0.09, 0.07], [-0.08, -0.01, -0.07], [0.06, 0.07, 0.09], [0.00, -0.14, -0.06], [-0.16, -0.03, 0.08], [0.04, 0.05, -0.01], [0.03, 0.00, -0.01], [0.55, 0.35, 0.05], [-0.12, -0.16, -0.02], [-0.05, 0.16, -0.06], [-0.03, -0.07, 0.01], [-0.04, 0.05, -0.01], [-0.09, -0.13, 0.04], [-0.03, 0.07, -0.17], [-0.09, -0.13, 0.04], [-0.01, -0.01, -0.08], [-0.05, 0.04, 0.04], [0.16, 0.05, 0.03], [-0.04, 0.00, -0.10], [0.07, 0.05, -0.04], [-0.01, -0.04, 0.05], [-0.08, 0.05, -0.04], [0.14, 0.00, 0.00], [-0.05, -0.09, 0.11], [0.09, 0.01, -0.04], [-0.08, -0.04, -0.13], [-0.01, 0.16, 0.04], [0.05, -0.12, 0.10], [0.00, -0.02, -0.02], [-0.06, 0.01, 0.02], [-0.02, -0.01, 0.04], [-0.01, -0.02, 0.00], [0.00, -0.07, 0.03], [-0.01, 0.02, -0.02], [0.03, 0.04, -0.01], [-0.06, -0.01, 0.03], [0.05, 0.02, -0.01], [-0.01, 0.01, 0.02], [-0.02, -0.01, 0.01], [0.02, 0.02, -0.03]], "mulliken_spin": [2.469, 0.000, -0.041, 0.131, -0.053, 0.163, 0.118, -0.064, 0.434, 0.011, -0.136, 0.234, -0.080, 0.214, -0.064, 0.078, -0.035, 0.086, -0.049, -0.009, 0.085, 0.011, -0.004, 0.033, 0.047, -0.004, 0.009, -0.001, 0.002, 0.017, 0.003, 0.023, -0.002, 0.082, 0.111, -0.056, 0.146, -0.061, 0.123, -0.023, 0.845, 0.003, 0.008, -0.002, -0.001, 0.000, 0.001, 0.000, 0.000, 0.011, -0.032, 0.046, -0.044, -0.005, -0.002, 0.096, 0.045, 0.033, -0.006, 0.004, -0.009, 0.017, 0.000, 0.000, 0.000, 0.000, -0.008, -0.002, -0.002, 0.003, 0.001, 0.037, 0.000, 0.000, 0.000, 0.000, -0.001, 0.010, 0.001, 0.000, -0.001, 0.000, 0.000, 0.004, 0.000, 0.000, 0.000, 0.002], "total_charge": 0, "relative_energy_kj_mol": 29.0, "homo_lumo_gap_ev": [4.9, 5.1], "largest_force_ev_per_a": 1.0, "spin_multiplicity": 6}

---

(5)
{"formula": "C2H4NO2P", "method": "ωB97M-V/def2-TZVPD", "elements": ["C", "C", "N", "O", "O", "P", "H", "H", "H", "H"], "xyz": [[1.2388, -0.1209, 0.2834], [0.9177, 1.1435, 0.0081], [-0.0319, -0.9615, -0.0660], [2.1420, -0.7988, 0.5865], [-1.8067, 0.6253, 0.6460], [-1.6208, -0.7509, 0.1120], [-0.0634, 1.5765, 0.0416], [1.6809, 1.7469, -0.4041], [0.2080, -1.9408, -0.1659], [-2.3111, -0.9106, -0.9980]], "forces_ev_per_angstrom": [[-3.85, -4.35, -0.28], [0.03, 4.26, -0.82], [1.44, -1.06, -0.49], [2.91, -0.48, 0.73], [-1.03, 0.17, 0.16], [0.49, 1.67, 3.20], [-0.27, -0.38, 0.23], [0.87, 0.69, -0.17], [0.53, -0.02, -0.02], [-1.10, -0.50, -2.54]], "mulliken_charge": [0.792, -0.833, -0.221, -0.477, -0.557, 0.284, 0.354, 0.301, 0.295, 0.063], "total_charge": 0, "relative_energy_kj_mol": 367.7, "homo_lumo_gap_ev": [8.9, 6.6], "largest_force_ev_per_a": 5.8, "spin_multiplicity": 1}

---

(6)
{"formula": "C5H10O", "method": "ωB97M-V/def2-TZVPD", "elements": ["C", "O", "C", "C", "C", "C", "H", "H", "H", "H", "H", "H", "H", "H", "H", "H"], "xyz": [[2.1618, -0.5163, -0.3384], [1.7277, 0.7287, 0.1505], [0.4863, 0.6635, 0.8189], [-0.6945, 0.6960, -0.1192], [-2.0249, 0.1737, 0.3332], [-1.2670, -0.5531, -0.7399], [1.4126, -0.9922, -0.9872], [3.0698, -0.3388, -0.9237], [2.3944, -1.1981, 0.4972], [0.4429, -0.2335, 1.4615], [0.4549, 1.5446, 1.4698], [-0.7148, 1.5890, -0.7428], [-2.9039, 0.7454, 0.0582], [-2.0913, -0.2987, 1.3102], [-0.8241, -1.5145, -0.4856], [-1.6299, -0.4959, -1.7625]], "forces_ev_per_angstrom": [[0.12, -0.23, -0.12], [0.06, 0.11, -0.01], [-0.18, -0.01, 0.11], [0.15, 0.06, -0.09], [-0.20, 0.05, 0.12], [0.05, -0.13, -0.10], [0.16, 0.11, 0.10], [-0.16, -0.06, 0.15], [-0.03, 0.07, -0.19], [-0.03, 0.11, -0.09], [-0.02, -0.14, -0.05], [-0.03, -0.17, 0.09], [0.06, -0.12, 0.00], [0.08, 0.09, -0.13], [-0.08, 0.23, 0.03], [0.05, 0.03, 0.18]], "mulliken_charge": [-0.643, -0.339, -0.693, 0.177, -0.676, -0.588, 0.255, 0.262, 0.266, 0.353, 0.286, 0.332, 0.262, 0.238, 0.272, 0.237], "total_charge": 0, "relative_energy_kj_mol": 151.0, "homo_lumo_gap_ev": 10.8, "smiles": "COCC1CC1", "largest_force_ev_per_a": 0.3, "spin_multiplicity": 1}

---

Number 4 is which compound? C44H26ClF9N2O3PRuS